Record 1
{
  "formula": "C16H21N3O5S2",
  "method": "ωB97M-V/def2-TZVPD",
  "e_above_lowest_kj_mol": 1430.95,
  "orbital_gap_ha": 0.2861,
  "fmax_ev_per_a": 15.42,
  "elements": ["C", "C", "C", "H", "C", "C", "H", "H", "C", "C", "O", "N", "C", "N", "C", "C", "C", "C", "C", "C", "H", "H", "S", "O", "O", "N", "H", "H", "H", "H", "H", "S", "H", "C", "H", "H", "H", "H", "C", "O", "O", "H", "H", "H", "H", "H", "H"],
  "coordinates": [[-8.721, -0.673, -0.377], [-7.613, 0.276, 0.150], [-6.339, 0.582, -0.717], [-6.549, 1.310, -1.386], [-5.384, 0.499, 0.210], [-4.071, 0.053, 0.094], [-4.201, -0.990, -0.215], [-3.513, 0.071, 0.876], [-3.265, 1.073, -0.997], [-1.679, 0.867, -0.673], [-1.057, 2.075, -0.456], [-1.359, -0.272, -0.814], [0.076, -1.018, -0.697], [0.998, 0.195, -0.300], [2.340, 0.020, -0.277], [3.013, -1.182, 0.003], [4.487, -1.267, 0.125], [5.046, 0.056, 0.322], [4.477, 1.402, 0.161], [2.978, 1.307, 0.150], [2.388, 2.171, -0.069], [4.782, 2.317, 0.533], [6.844, 0.277, 0.499], [7.162, 1.438, 1.259], [7.313, -0.915, 0.730], [7.421, 0.283, -1.180], [7.861, -0.744, -1.456], [7.900, 1.263, -1.380], [4.960, -2.044, 0.222], [2.623, -2.137, -0.180], [0.594, 1.167, -0.343], [0.220, -2.484, -0.900], [-1.887, -1.076, -0.849], [-3.518, 0.643, -2.403], [-3.311, -0.331, -2.632], [-2.839, 1.616, -2.970], [-4.511, 0.977, -2.782], [-3.453, 2.114, -0.422], [-6.019, -0.017, 1.588], [-5.514, -0.299, 2.633], [-7.230, -0.316, 1.564], [-5.470, 1.802, 0.896], [-6.401, -0.448, -1.252], [-8.300, 1.108, 0.392], [-9.726, -0.737, 0.133], [-8.965, -0.343, -1.424], [-8.231, -1.754, -0.579]],
  "forces_ev_per_a": [[1.42, -2.24, -2.40], [-4.66, -0.46, 1.71], [-6.80, -6.53, -1.92], [-0.06, 2.57, -1.92], [1.09, 5.48, 10.60], [0.91, 0.58, -7.40], [0.67, -0.23, -0.55], [2.94, 0.13, 5.54], [0.71, -1.59, 5.22], [-4.16, 14.58, 0.46], [-1.31, -6.08, -0.76], [8.29, -9.30, -0.09], [-0.12, 12.40, 2.05], [-3.75, -4.58, -2.21], [2.44, 2.39, 4.09], [3.70, 0.04, -1.51], [-7.71, 13.35, -0.09], [1.71, 1.79, -1.07], [-6.79, -5.54, 1.40], [3.86, -2.29, -3.37], [-0.29, 0.69, 0.49], [1.73, 1.43, 0.23], [-4.26, 8.43, -5.94], [-0.05, 0.42, -0.42], [4.95, -13.16, 5.00], [0.84, 1.72, 0.14], [-1.02, 4.16, 1.19], [-0.86, -3.30, -0.02], [5.04, -8.23, 0.97], [-1.10, -0.87, 0.03], [-0.29, -1.10, -0.10], [0.45, -5.48, -0.82], [-2.63, -1.29, -0.39], [0.10, 8.28, -1.62], [0.90, -2.27, -0.70], [-1.43, -3.52, 0.73], [0.41, -0.75, 0.45], [0.09, -1.98, -2.54], [3.73, -1.31, 0.83], [3.32, 0.62, 0.95], [-5.20, 1.61, -5.79], [0.78, -2.82, -2.04], [0.77, 1.44, -0.22], [1.28, 0.59, 0.19], [1.56, 0.14, 0.04], [0.17, -0.09, 0.78], [-1.36, 2.15, 0.78]]
}


Record 2
{
  "formula": "C42H43ClP2Ti",
  "method": "ωB97M-V/def2-TZVPD",
  "e_above_lowest_kj_mol": 435.04,
  "multiplicity": 3,
  "orbital_gap_ha": [0.1382, 0.1382],
  "fmax_ev_per_a": 4.71,
  "elements": ["Ti", "C", "C", "C", "C", "C", "C", "C", "C", "C", "H", "H", "H", "H", "H", "H", "H", "H", "H", "H", "H", "H", "H", "H", "H", "P", "P", "C", "C", "C", "C", "C", "C", "C", "C", "C", "C", "C", "C", "C", "C", "C", "C", "C", "C", "C", "C", "C", "C", "C", "C", "C", "C", "H", "H", "H", "H", "H", "H", "H", "H", "H", "H", "H", "H", "H", "H", "H", "H", "H", "H", "H", "H", "H", "H", "Cl", "C", "C", "C", "C", "C", "C", "C", "H", "H", "H", "H", "H", "H"],
  "coordinates": [[-2.704, -0.788, -4.995], [-2.558, 0.700, -6.234], [-3.351, 1.129, -5.105], [-4.866, 1.174, -5.254], [-5.564, -0.189, -5.043], [-4.607, -1.328, -4.721], [-3.922, -2.056, -5.765], [-3.748, -1.511, -7.169], [-3.213, -0.018, -7.381], [-0.110, -1.643, 0.971], [-1.535, 1.040, -6.380], [-2.928, 1.763, -4.323], [-5.124, 1.521, -6.274], [-5.327, 1.901, -4.566], [-6.290, -0.136, -4.209], [-6.158, -0.385, -5.959], [-4.793, -1.847, -3.775], [-3.641, -3.107, -5.585], [-4.725, -1.503, -7.700], [-3.108, -2.218, -7.740], [-2.532, -0.086, -8.250], [-4.087, 0.580, -7.722], [0.850, -1.539, 0.465], [-0.024, -2.420, 1.742], [-0.320, -0.709, 1.487], [-1.588, 2.318, -1.361], [-1.416, -1.906, -0.230], [-1.450, 0.819, -0.447], [-2.023, -0.365, -0.876], [-1.980, 3.892, -0.708], [-3.260, 4.500, -0.863], [-3.488, 5.765, -0.340], [-2.446, 6.415, 0.339], [-1.181, 5.828, 0.490], [-0.922, 4.575, -0.054], [-0.632, 2.146, -2.898], [-0.196, 0.902, -3.453], [0.866, 0.863, -4.365], [1.424, 2.041, -4.879], [0.830, 3.260, -4.527], [-0.215, 3.312, -3.600], [-2.710, -2.746, 0.704], [-3.659, -1.989, 1.408], [-4.738, -2.630, 2.025], [-4.838, -4.028, 1.956], [-3.816, -4.792, 1.372], [-2.743, -4.148, 0.748], [-0.843, -3.004, -1.544], [0.514, -3.363, -1.584], [0.995, -4.187, -2.601], [0.131, -4.646, -3.601], [-1.227, -4.308, -3.560], [-1.712, -3.483, -2.543], [-0.940, 0.889, 0.521], [-2.940, -0.304, -1.505], [-4.049, 3.971, -1.397], [-4.463, 6.248, -0.453], [-2.624, 7.407, 0.752], [-0.386, 6.349, 1.030], [0.072, 4.120, -0.001], [-0.635, -0.039, -3.097], [1.273, -0.098, -4.689], [2.273, 2.009, -5.575], [1.187, 4.169, -5.015], [-0.721, 4.262, -3.419], [-3.565, -0.902, 1.431], [-5.496, -2.041, 2.546], [-5.715, -4.525, 2.366], [-3.853, -5.884, 1.385], [-1.951, -4.717, 0.261], [1.197, -3.016, -0.810], [2.049, -4.474, -2.605], [0.520, -5.276, -4.406], [-1.903, -4.686, -4.333], [-2.765, -3.181, -2.536], [4.379, -0.826, 0.492], [3.575, 0.284, 1.504], [3.913, 0.338, 2.848], [3.156, 1.131, 3.733], [2.091, 1.909, 3.246], [1.784, 1.930, 1.893], [2.520, 1.109, 0.952], [2.194, 1.064, -0.392], [4.758, -0.246, 3.211], [3.403, 1.147, 4.796], [1.498, 2.517, 3.937], [0.973, 2.560, 1.509], [1.364, 1.666, -0.737], [2.812, 0.570, -1.137]],
  "forces_ev_per_a": [[2.68, -1.65, 3.51], [0.04, 2.38, -1.18], [-0.26, 1.98, -1.00], [-0.09, 0.52, -0.05], [-0.57, -0.66, 0.18], [-1.32, -0.37, 0.24], [-0.53, -1.98, -0.81], [-1.00, -0.83, -0.65], [-0.14, 0.52, -0.89], [0.48, 0.15, 0.00], [0.03, 0.16, 0.14], [0.21, 0.04, -0.39], [0.17, 0.02, 0.46], [0.44, -0.09, -0.15], [0.25, 0.16, -0.40], [0.21, -0.22, 0.46], [-0.20, -0.27, -0.32], [-0.29, 0.25, -0.27], [0.48, -0.11, 0.17], [-0.28, 0.44, 0.36], [-0.23, 0.22, 0.51], [0.46, -0.42, 0.17], [0.08, 0.43, 0.07], [-0.35, -0.07, -0.46], [0.13, 0.10, 0.05], [-1.28, -2.28, -2.32], [-0.27, -0.16, 0.56], [-0.25, -0.13, 0.83], [-0.01, 1.10, 0.22], [0.79, 1.46, 0.71], [0.76, -0.52, 0.08], [0.45, 0.05, 0.17], [0.06, -0.13, -0.01], [-0.10, 0.24, 0.05], [-0.91, 0.12, -0.21], [0.53, 0.24, -1.14], [0.17, 0.55, 0.83], [-0.12, 0.33, -0.19], [-0.32, -0.06, 0.27], [-0.16, -0.38, -0.25], [0.04, -0.38, 0.33], [-0.40, -0.29, 0.03], [-0.14, -0.25, -0.23], [0.30, -0.30, -0.15], [0.30, 0.19, -0.02], [0.03, 0.32, 0.01], [-0.38, 0.18, -0.02], [0.35, -0.25, -0.30], [-0.14, -0.09, 0.09], [-0.15, -0.02, -0.17], [0.00, 0.09, 0.34], [0.10, 0.07, 0.01], [0.00, 0.22, 0.01], [0.20, -0.19, -0.37], [1.12, -0.41, 0.02], [0.25, 0.04, 0.14], [0.41, -0.19, 0.04], [0.06, -0.20, -0.05], [-0.33, -0.07, -0.22], [-0.39, 0.16, 0.07], [0.35, 0.29, 0.08], [-0.27, 0.23, 0.15], [-0.45, 0.00, 0.38], [-0.22, -0.15, 0.24], [0.37, -0.14, 0.27], [-0.13, -0.25, -0.05], [0.24, -0.24, -0.21], [0.24, 0.08, 0.03], [-0.08, 0.39, -0.01], [-0.29, 0.05, 0.09], [-0.12, -0.10, -0.30], [-0.35, 0.15, -0.04], [-0.18, 0.18, 0.28], [0.21, 0.21, 0.32], [0.30, -0.23, 0.01], [0.56, -0.62, -0.67], [-0.81, 1.22, 1.42], [-0.61, 0.32, -0.16], [0.21, 0.00, 0.23], [0.02, -0.09, -0.31], [0.38, -0.53, 0.26], [-0.06, -0.32, -0.15], [-0.40, -0.14, -0.37], [-0.24, 0.03, -0.04], [-0.03, 0.01, -0.34], [0.25, -0.18, -0.18], [0.30, -0.20, 0.14], [0.04, 0.19, -0.19], [-0.18, 0.09, 0.20]]
}


Record 3
{
  "formula": "C5H10N4O",
  "method": "ωB97M-V/def2-TZVPD",
  "smiles": "C[N+](=C=C(N)[O-])C[NH+]=C=[NH2+]",
  "e_above_lowest_kj_mol": 552.82,
  "charge": 2,
  "orbital_gap_ha": [0.2916, 0.2943],
  "fmax_ev_per_a": 4.28,
  "elements": ["C", "N", "C", "C", "N", "O", "C", "N", "C", "N", "H", "H", "H", "H", "H", "H", "H", "H", "H", "H"],
  "coordinates": [[2.044, -1.453, -0.128], [0.740, -0.724, -0.075], [0.399, 0.353, -0.697], [0.955, 1.349, -1.718], [0.335, 1.541, -2.867], [1.930, 1.901, -1.249], [-0.145, -1.186, 0.987], [-1.211, -0.252, 1.495], [-1.515, 0.907, 1.006], [-2.463, 1.757, 1.158], [2.513, -1.540, 0.846], [2.885, -1.001, -0.819], [1.992, -2.485, -0.605], [-0.460, 0.998, -3.008], [0.992, 1.895, -3.550], [0.463, -1.680, 1.810], [-0.793, -2.080, 0.497], [-1.641, -0.759, 2.361], [-2.566, 2.682, 0.732], [-3.227, 1.735, 1.893]],
  "forces_ev_per_a": [[2.80, -1.02, -2.77], [0.00, 2.94, -0.51], [-0.73, -1.10, 1.27], [1.20, 0.49, 1.63], [1.74, 0.31, 1.10], [-0.48, -0.72, -0.35], [-2.43, -3.53, -0.07], [0.89, -1.67, 1.60], [0.80, -0.74, -1.11], [-1.57, 0.90, 1.31], [-0.46, 0.19, 0.34], [-2.18, 0.03, 1.29], [-0.81, 1.16, 0.87], [-1.41, -0.83, -1.24], [-0.70, 0.26, -0.77], [-0.78, 1.12, -0.78], [1.65, 1.80, 1.09], [0.42, 1.66, -1.70], [0.92, -0.41, -0.50], [1.14, -0.83, -0.70]]
}


Record 4
{
  "formula": "C4H6O4Tl",
  "method": "ωB97M-V/def2-TZVPD",
  "e_above_lowest_kj_mol": 3.33,
  "charge": 1,
  "orbital_gap_ha": 0.3295,
  "fmax_ev_per_a": 0.82,
  "elements": ["O", "C", "H", "H", "C", "H", "H", "O", "Tl", "H", "O", "O", "C", "C", "H"],
  "coordinates": [[2.343, 0.034, 0.062], [3.572, 0.075, -0.140], [4.034, 1.068, -0.221], [5.092, -1.218, 0.473], [4.316, -1.175, -0.308], [3.662, -2.051, -0.262], [4.849, -1.131, -1.271], [1.657, 1.240, 0.045], [-0.706, 1.137, 0.786], [-4.437, 1.889, 0.039], [-3.094, 0.389, 0.345], [-6.517, 0.293, 0.009], [-4.211, 0.812, 0.161], [-5.402, -0.141, 0.110], [-5.159, -1.222, 0.172]],
  "forces_ev_per_a": [[0.25, -0.59, -0.28], [-0.13, 0.42, -0.15], [-0.19, -0.23, -0.01], [-0.16, -0.09, -0.21], [0.25, -0.17, 0.20], [0.20, 0.23, 0.00], [-0.15, -0.03, 0.23], [0.10, 0.35, 0.11], [0.65, 0.36, 0.36], [-0.01, -0.19, 0.00], [-0.65, -0.15, -0.27], [0.50, -0.13, 0.04], [-0.16, -0.03, 0.04], [-0.48, 0.00, -0.08], [-0.01, 0.23, 0.01]]
}


Record 5
{
  "formula": "CH8BClN2O2P2S",
  "method": "ωB97M-V/def2-TZVPD",
  "smiles": "OP(Cl)B[PH2]=S.NC(N)=O",
  "orbital_gap_ha": 0.2634,
  "fmax_ev_per_a": 0.37,
  "elements": ["O", "P", "Cl", "B", "P", "S", "H", "H", "H", "H", "N", "C", "N", "O", "H", "H", "H", "H"],
  "coordinates": [[0.783, 1.433, 2.829], [0.719, 0.356, 1.560], [0.682, -1.384, 2.635], [-1.176, 0.496, 1.122], [-2.580, 0.790, 2.377], [-2.920, -0.961, 3.187], [1.060, 2.280, 2.460], [-1.474, 0.401, -0.022], [-3.679, 1.304, 1.678], [-2.274, 1.824, 3.274], [1.231, -0.321, -3.698], [1.289, -0.404, -2.333], [1.531, -1.652, -1.828], [1.136, 0.566, -1.613], [1.358, -1.108, -4.306], [1.057, 0.583, -4.095], [1.599, -1.741, -0.830], [1.660, -2.465, -2.399]],
  "forces_ev_per_a": [[-0.32, 0.10, -0.05], [0.21, 0.31, 0.00], [-0.03, -0.22, 0.04], [0.00, -0.32, 0.02], [0.02, -0.04, 0.12], [0.11, -0.05, -0.23], [0.26, 0.04, 0.18], [-0.13, -0.22, 0.01], [-0.06, 0.25, 0.01], [0.01, 0.12, -0.02], [-0.01, -0.01, 0.01], [0.05, -0.11, 0.01], [-0.03, -0.01, -0.03], [-0.10, 0.13, -0.09], [0.01, 0.01, 0.02], [0.00, -0.02, 0.02], [0.02, 0.02, -0.02], [0.00, 0.02, 0.00]]
}


Record 6
{
  "formula": "C4H9NO",
  "method": "ωB97M-V/def2-TZVPD",
  "e_above_lowest_kj_mol": 692.03,
  "orbital_gap_ha": [0.3148, 0.3148],
  "fmax_ev_per_a": 4.85,
  "elements": ["C", "C", "N", "C", "C", "O", "H", "H", "H", "H", "H", "H", "H", "H", "H"],
  "coordinates": [[-0.356, -2.409, -0.021], [1.332, 0.387, -0.199], [-1.322, 0.245, 0.194], [-0.439, 1.193, 0.019], [-0.379, 2.514, -0.070], [-0.200, -1.117, 0.507], [-1.732, 0.210, 1.126], [-0.406, -3.167, 0.770], [-1.237, -2.519, -0.664], [0.529, -2.635, -0.635], [1.842, -0.452, 0.258], [1.793, 1.299, 0.166], [1.274, 0.308, -1.278], [0.562, 3.017, -0.258], [-1.261, 3.125, 0.084]],
  "forces_ev_per_a": [[-0.42, -0.16, -0.19], [-1.36, 2.49, -0.20], [-0.32, -3.64, 0.50], [4.85, -0.10, -0.11], [-0.65, -0.15, 0.21], [-1.90, 1.22, 0.21], [0.05, -0.06, -0.06], [-0.15, 0.15, 0.01], [0.08, 0.17, 0.10], [-0.09, 0.14, -0.03], [-0.68, -0.08, 0.18], [0.34, 0.11, -0.45], [0.30, 0.02, -0.03], [-0.06, -0.16, 0.07], [0.00, 0.04, -0.22]]
}